Here is a 11-piece molecular cluster, C8H34O10 overall from OMol25. Energies are from the ωB97M-V functional and the def2-TZVPD basis.

Summary:
Calculated total energy ... -1077.494346 Eh
Energy above the lowest of the compared OMol25 structures with the same formula, charge and spin ... 54.0 kcal per mole
HOMO energy ... -9.3179 eV
HOMO-LUMO gap ... 9.1 eV
Largest force on an atom ... 3.3 eV/Å
Lowest unoccupied orbital energy ... -0.238 eV

Positions of all 52 atoms, in Å:
C -0.9006 -4.5731 -0.7529
C -0.7438 -3.0319 -0.8661
C -1.1206 -2.3133 0.3950
C -2.5896 -1.9514 0.5621
C -3.6583 0.0502 -3.2088
C -4.2999 0.1286 -2.0694
C -4.1019 -0.9204 -1.0324
C -2.9855 -0.7885 -0.3095
H -1.9341 -4.9373 -0.7962
H -0.7396 -4.7565 0.3242
H -0.3677 -5.1004 -1.5347
H -1.4013 -2.7562 -1.7243
H 0.2424 -2.7221 -1.2052
H -0.7832 -2.8508 1.3109
H -0.4611 -1.4382 0.5692
H -2.9515 -1.9639 1.6149
H -3.1588 -2.7804 0.1024
H -2.9040 -0.6071 -3.6075
H -3.5268 0.9187 -3.8834
H -4.9108 1.0074 -1.8380
H -4.8155 -1.7615 -1.1756
H -2.2806 0.0297 -0.4930
H 0.8798 2.1460 4.2396
H -0.7240 2.1326 4.1326
O 0.0909 2.5819 3.8987
H 2.4445 -4.1803 -0.2118
H 3.2599 -3.0072 -0.3243
O 3.2098 -3.8873 -0.7372
H 0.3475 3.4520 0.1135
H -0.4230 4.6196 0.7273
O -0.4060 3.6560 0.7125
H -0.5414 0.1284 -1.8950
H 0.5989 0.7543 -2.7891
O -0.2323 0.9219 -2.3181
H 2.6164 -0.4078 -1.3016
H 3.0905 0.2380 -2.6012
O 2.3252 -0.1685 -2.1799
H 3.3197 1.3151 3.9036
H 2.4646 0.1511 4.1711
O 2.3755 1.1015 4.0240
H 3.3056 1.2309 1.6541
H 3.9791 0.0641 0.8122
O 3.3843 0.2138 1.5537
H 1.7736 2.6236 2.3293
H 2.1090 2.5186 0.9034
O 2.5593 2.6205 1.7565
H 1.1841 2.6531 -1.9116
H -0.0352 3.3813 -1.8777
O 0.8703 3.4916 -1.5444
H 0.3641 0.8648 1.1605
H 1.5602 0.0509 0.5638
O 0.8196 0.6335 0.3457